{"formula": "C30H63NO14P3", "method": "wB97M-V/def2-TZVPD", "charge": 1, "e_tot_ev": -90151.881, "homo_ha": -0.4299, "gap_ev": 7.203, "elements": ["C", "C", "C", "C", "C", "C", "C", "C", "C", "C", "C", "C", "C", "C", "C", "C", "C", "N", "C", "C", "C", "C", "O", "O", "H", "H", "H", "H", "H", "H", "H", "H", "H", "H", "H", "H", "H", "H", "H", "H", "H", "H", "H", "H", "H", "H", "H", "H", "H", "H", "H", "H", "H", "H", "H", "H", "H", "H", "H", "H", "C", "O", "P", "O", "O", "C", "O", "C", "H", "H", "H", "H", "H", "H", "H", "H", "H", "C", "O", "P", "O", "O", "C", "O", "C", "H", "H", "H", "H", "H", "H", "H", "H", "H", "C", "O", "P", "O", "O", "C", "O", "C", "H", "H", "H", "H", "H", "H", "H", "H", "H"], "positions_angstrom": [[7.384, -3.934, 0.755], [6.422, -3.343, 1.882], [6.813, -1.812, 2.107], [5.592, -0.897, 2.497], [5.913, 0.631, 2.125], [5.365, 0.873, 0.658], [5.005, 2.371, 0.306], [4.116, 3.117, 1.365], [2.679, 2.493, 1.589], [1.496, 3.365, 0.963], [0.333, 3.679, 1.988], [-0.825, 2.580, 1.978], [-1.995, 2.937, 0.983], [-2.693, 1.679, 0.318], [-4.007, 1.207, 1.104], [-4.257, -0.309, 0.847], [-3.988, -0.993, -0.396], [-4.210, -2.356, -0.556], [-4.723, -3.152, 0.445], [-5.039, -2.591, 1.770], [-4.813, -1.148, 1.944], [-5.185, -0.518, 3.311], [-6.250, 0.049, 3.380], [-4.411, -0.602, 4.449], [7.382, -5.054, 0.715], [7.162, -3.492, -0.255], [8.430, -3.599, 1.022], [5.376, -3.453, 1.484], [6.585, -3.932, 2.820], [7.639, -1.782, 2.866], [7.257, -1.474, 1.121], [5.450, -0.947, 3.619], [4.651, -1.271, 2.019], [7.041, 0.689, 2.074], [5.537, 1.348, 2.894], [4.527, 0.154, 0.434], [6.202, 0.576, -0.045], [5.977, 2.929, 0.172], [4.497, 2.351, -0.704], [4.643, 3.179, 2.354], [4.002, 4.180, 1.003], [2.667, 1.428, 1.242], [2.494, 2.519, 2.706], [1.009, 2.829, 0.092], [1.916, 4.361, 0.639], [0.715, 3.822, 3.043], [-0.125, 4.665, 1.691], [-0.402, 1.547, 1.861], [-1.263, 2.616, 3.022], [-2.769, 3.507, 1.562], [-1.619, 3.615, 0.174], [-1.944, 0.837, 0.362], [-2.918, 1.895, -0.770], [-3.757, 1.346, 2.199], [-4.895, 1.849, 0.878], [-3.596, -0.415, -1.260], [-3.984, -2.774, -1.458], [-4.930, -4.240, 0.311], [-5.456, -3.236, 2.574], [-5.066, -0.753, 5.166], [0.724, 0.797, -5.441], [0.867, -0.013, -4.274], [0.819, 0.677, -2.831], [0.151, 1.989, -2.775], [2.320, 0.649, -2.329], [3.319, 1.257, -3.141], [0.162, -0.445, -1.919], [-1.149, -0.882, -2.233], [1.679, 0.843, -5.966], [-0.015, 0.333, -6.094], [0.395, 1.811, -5.210], [2.939, 2.153, -3.639], [3.663, 0.538, -3.885], [4.159, 1.536, -2.507], [-1.094, -1.859, -2.718], [-1.669, -0.180, -2.891], [-1.707, -0.975, -1.305], [-7.332, -9.053, 2.909], [-6.037, -9.082, 2.308], [-5.643, -7.960, 1.240], [-6.425, -6.711, 1.306], [-5.673, -8.714, -0.154], [-6.874, -9.372, -0.543], [-4.083, -7.788, 1.476], [-3.652, -7.349, 2.762], [-7.921, -9.890, 2.535], [-7.213, -9.160, 3.988], [-7.865, -8.123, 2.710], [-7.757, -8.820, -0.213], [-6.886, -10.376, -0.117], [-6.891, -9.451, -1.628], [-3.255, -8.201, 3.314], [-4.467, -6.898, 3.332], [-2.860, -6.611, 2.631], [2.610, 6.549, -4.284], [1.309, 7.024, -3.951], [0.799, 6.908, -2.435], [1.856, 6.780, -1.420], [-0.269, 5.735, -2.465], [0.140, 4.459, -2.957], [-0.138, 8.179, -2.280], [0.457, 9.463, -2.449], [2.519, 5.649, -4.894], [3.119, 7.319, -4.865], [3.212, 6.325, -3.402], [1.173, 4.238, -2.682], [0.034, 4.446, -4.045], [-0.505, 3.707, -2.535], [0.184, 9.855, -3.429], [1.545, 9.421, -2.366], [0.070, 10.130, -1.679]], "forces_ev_per_angstrom": [[0.425, 0.497, 0.760], [0.885, 0.161, -1.031], [-0.624, -0.885, -0.682], [1.040, 0.613, 1.053], [-0.002, -1.400, -0.846], [0.662, 0.340, -0.102], [0.144, -0.416, 0.045], [-0.099, 0.197, -0.478], [-0.179, 0.723, 0.513], [-0.078, -0.076, 0.352], [-0.322, -0.156, -0.366], [-0.052, 0.864, 1.238], [-0.063, -0.291, -0.225], [-0.002, 0.089, 0.140], [1.494, -0.307, -0.191], [-1.113, -1.896, 0.545], [-0.631, 0.603, 1.621], [-0.553, 0.698, 1.800], [-0.558, 1.063, 2.281], [1.078, 1.905, -2.618], [1.315, -1.381, -0.941], [-1.274, 1.024, 0.701], [0.634, -0.694, -0.645], [-0.374, -1.339, -1.561], [-0.125, 1.004, -0.073], [0.050, -0.520, 0.965], [-0.944, -0.519, -0.375], [0.792, 0.171, 0.775], [-0.480, 0.475, -0.760], [-0.761, 0.214, -0.599], [-0.520, -0.100, 1.045], [0.018, -0.150, -1.143], [0.790, 0.441, 0.309], [-1.190, 0.289, 0.313], [0.171, -0.644, -0.749], [0.560, 0.915, 0.319], [-0.963, 0.209, 0.613], [-1.006, -0.430, 0.161], [0.410, 0.269, 1.112], [-0.328, -0.106, -0.976], [0.082, -0.999, 0.448], [-0.113, 0.875, 0.318], [0.218, -0.376, -1.152], [0.709, 0.747, 0.639], [-0.435, -1.147, 0.020], [-0.229, -0.260, -1.165], [0.322, -0.918, 0.331], [-0.334, 0.880, -0.230], [0.395, -0.311, -1.054], [0.651, -0.310, -0.615], [-0.267, -0.625, 0.666], [-0.746, 0.721, -0.192], [0.142, -0.280, 1.149], [-0.477, -0.287, -1.075], [0.674, -0.715, 0.073], [-0.455, -0.769, 0.727], [-0.145, 0.068, 0.331], [0.409, 1.050, -0.418], [0.429, 0.556, -0.839], [0.516, 0.605, -0.238], [-0.089, 0.170, -0.676], [-0.275, 0.371, 0.544], [0.483, -0.053, 0.045], [0.297, -1.746, -0.360], [-0.825, -0.271, 0.491], [0.362, 0.118, -0.406], [0.495, 0.156, -0.008], [-0.079, -0.148, -0.201], [-0.009, -0.051, 0.054], [0.073, -0.031, 0.072], [0.006, -0.090, 0.163], [0.010, 0.009, 0.054], [-0.035, 0.039, -0.023], [-0.182, -0.077, 0.020], [0.013, 0.051, -0.047], [0.016, 0.019, 0.031], [0.291, 0.024, 0.056], [-0.521, -0.165, 0.448], [0.007, 0.690, -0.304], [0.218, -0.325, -0.074], [0.171, -0.268, 0.101], [0.654, 0.598, 0.311], [-0.412, -0.316, -0.040], [-0.493, -0.179, -0.611], [0.174, 0.054, 0.434], [0.070, 0.000, -0.009], [0.058, -0.035, -0.091], [0.166, 0.014, -0.085], [0.030, 0.012, -0.039], [-0.037, 0.035, 0.016], [0.121, 0.102, 0.088], [-0.057, 0.037, -0.025], [0.016, -0.011, -0.043], [-0.050, -0.055, -0.098], [0.493, -0.054, -0.313], [0.057, -0.025, 0.534], [-0.364, 0.078, 0.222], [-0.049, -0.088, -0.509], [-0.004, 0.959, 0.218], [-0.050, 0.462, -0.156], [-0.052, -0.801, -0.093], [0.157, 0.453, -0.104], [-0.050, 0.025, -0.006], [-0.085, -0.037, 0.011], [-0.160, 0.070, 0.069], [-0.071, 0.000, 0.097], [0.062, -0.013, -0.012], [-0.095, 0.544, 0.144], [0.031, -0.057, 0.027], [-0.052, -0.014, 0.050], [-0.010, -0.136, 0.010]], "lowdin_charge": [-0.141, -0.251, -0.228, -0.210, -0.187, -0.219, -0.202, -0.206, -0.178, -0.186, -0.204, -0.203, -0.192, -0.188, -0.107, -0.069, 0.019, 0.095, 0.025, 0.083, 0.015, -0.451, 0.151, 0.105, 0.066, 0.072, 0.074, 0.097, 0.101, 0.116, 0.102, 0.109, 0.095, 0.111, 0.094, 0.095, 0.110, 0.116, 0.084, 0.096, 0.108, 0.101, 0.105, 0.102, 0.103, 0.109, 0.110, 0.109, 0.106, 0.116, 0.110, 0.103, 0.118, 0.129, 0.143, 0.129, 0.177, 0.142, 0.140, 0.145, -0.087, -0.206, 0.403, -0.254, -0.198, -0.076, -0.189, -0.114, 0.092, 0.092, 0.080, 0.092, 0.097, 0.073, 0.100, 0.096, 0.045, -0.094, -0.209, 0.360, -0.257, -0.206, -0.089, -0.210, -0.097, 0.090, 0.092, 0.081, 0.091, 0.095, 0.094, 0.096, 0.084, 0.088, -0.106, -0.214, 0.365, -0.238, -0.205, -0.122, -0.206, -0.096, 0.081, 0.090, 0.081, 0.085, 0.094, 0.048, 0.091, 0.087, 0.092]}